Below is a structure of composition C21H17N3O4Sr, with properties calculated with the ωB97M-V functional and the def2-TZVPD basis.

Calculated total energy   -35552.1770 eV
ΔE to the lowest compared entry with this formula, charge and spin   0.0 kJ/mol
HOMO energy   -6.55 eV
Lowest unoccupied orbital energy   -0.44 eV

CARTESIAN COORDINATES (ANGSTROEM)
Sr: 0.68017 -0.03260 0.56984
O: -3.52197 0.36346 2.60997
C: -2.48266 0.32079 1.78106
O: -1.38308 0.72961 2.09663
C: -2.78656 -0.27629 0.45303
C: -4.01583 -0.79904 0.10244
C: -4.13444 -1.36060 -1.16477
C: -3.04458 -1.35989 -2.01367
C: -1.84088 -0.82298 -1.56790
N: -1.72939 -0.29593 -0.35586
C: -0.55280 -0.85373 -2.41748
O: -0.67128 -1.17439 -3.58816
O: 0.49928 -0.52652 -1.77293
H: -3.21543 0.74144 3.44769
H: -4.84222 -0.78749 0.79754
H: -5.06770 -1.81220 -1.47168
H: -3.08285 -1.78668 -3.00568
C: 1.80685 -1.52696 2.66132
C: 0.72606 -2.29199 2.18878
C: -0.55985 -2.26321 2.82645
C: -1.66656 -2.84785 2.27315
C: -1.60521 -3.49707 1.02471
C: -0.36716 -3.55634 0.37761
C: 0.75827 -2.98778 0.93783
C: -2.78071 -4.04053 0.42802
N: -3.75022 -4.45449 -0.03954
H: 2.80563 -1.76218 2.30514
H: 1.74574 -1.09457 3.65338
H: -0.64047 -1.76772 3.78751
H: -2.61619 -2.81136 2.79585
H: -0.29237 -4.05038 -0.58351
H: 1.70446 -3.07530 0.41181
C: 4.33438 5.16238 -2.27785
C: 3.54444 4.07375 -1.61332
C: 3.36211 4.03888 -0.23777
C: 2.63106 3.00938 0.32548
N: 2.07547 2.02682 -0.38749
C: 2.25123 2.05492 -1.71830
C: 2.96721 3.04742 -2.35745
H: 4.65983 5.91305 -1.56008
H: 3.73784 5.65426 -3.04676
H: 5.21791 4.74751 -2.76490
H: 3.78652 4.80778 0.39439
H: 2.48372 2.96784 1.39953
H: 1.79708 1.23916 -2.27020
H: 3.07511 3.01760 -3.43385